Below is one molecule with the formula C13H20N2 at a distorted geometry, with properties calculated with ωB97M-V with the def2-TZVPD basis set.

Its charge is 0. The calculation puts the total energy at -616.86213 a.u. The value obtained for the energy relative to the best compared isomer or geometry (same formula, charge and spin) is 11.0 kcal/mol. The HOMO-LUMO gap is 0.3584 Eh. Its multiplicity is 1. As for the SMILES: CCCc1cncc([C@H]2CCCN2C)c1.

Bonds (Å) are listed after each position.
Element x y z (Å)
1 C -3.61 2.16 -2.82  C2 1.551, H14 1.091, H15 1.095, H16 1.084
2 C -2.24 1.51 -2.53  C1 1.551, C3 1.536, H17 1.091, H18 1.117
3 C -2.35 0.11 -1.91  C2 1.536, C4 1.495, H19 1.095, H20 1.101
4 C -1.04 -0.53 -1.60  C3 1.495, C5 1.400, C8 1.416
5 C -0.39 -1.34 -2.54  C4 1.400, H21 1.106, N34 1.341
6 C 1.45 -1.60 -1.21  C7 1.401, H22 1.089, N34 1.339
7 C 0.91 -0.84 -0.16  C6 1.401, C8 1.380, C9 1.506
8 C -0.34 -0.30 -0.39  C4 1.416, C7 1.380, H23 1.111
9 C 1.75 -0.60 1.06  C7 1.506, C10 1.539, H24 1.116, N35 1.455
10 C 2.39 0.80 1.11  C9 1.539, C11 1.540, H25 1.110, H26 1.091
11 C 2.49 1.17 2.60  C10 1.540, C12 1.557, H27 1.107, H28 1.090
12 C 1.76 -0.02 3.28  C11 1.557, H29 1.098, H30 1.109, N35 1.431
13 C 0.40 -1.89 2.66  H31 1.089, H32 1.107, H33 1.122, N35 1.435
14 H -4.22 1.48 -3.41  C1 1.091
15 H -4.13 2.36 -1.87  C1 1.095
16 H -3.49 3.10 -3.34  C1 1.084
17 H -1.63 1.43 -3.43  C2 1.091
18 H -1.63 2.13 -1.83  C2 1.117
19 H -2.99 -0.51 -2.55  C3 1.095
20 H -2.95 0.15 -0.99  C3 1.101
21 H -0.90 -1.58 -3.49  C5 1.106
22 H 2.41 -2.09 -1.08  C6 1.089
23 H -0.80 0.29 0.44  C8 1.111
24 H 2.54 -1.39 1.08  C9 1.116
25 H 1.73 1.49 0.55  C10 1.110
26 H 3.35 0.80 0.59  C10 1.091
27 H 1.99 2.13 2.82  C11 1.107
28 H 3.54 1.23 2.91  C11 1.090
29 H 2.46 -0.76 3.69  C12 1.098
30 H 1.12 0.28 4.13  C12 1.109
31 H 1.16 -2.62 2.92  C13 1.089
32 H -0.23 -2.35 1.87  C13 1.107
33 H -0.28 -1.72 3.53  C13 1.122
34 N 0.83 -1.88 -2.37  C5 1.341, C6 1.339
35 N 0.94 -0.61 2.27  C9 1.455, C12 1.431, C13 1.435